[1]
Density functional theory data (ωB97M-V/def2-TZVPD) for a 2-piece molecular cluster, C4H9N4O overall.

XYZ file:
```
18
Properties=species:S:1:pos:R:3:nbo_charge:R:1
C -0.9512 -0.3985 0.2149 0.3862
C -2.1476 0.3754 0.5860 0.5585
C 0.3293 -2.3333 -0.0950 -0.1502
C 0.9274 1.1327 -1.3092 -0.4737
N -0.6046 -1.4978 -0.0388 -0.2389
N 0.8950 0.5870 -0.0445 -0.1564
N -1.8284 1.4738 1.3731 -0.7919
N 1.7435 -0.4083 0.1681 -0.4849
O -3.3065 0.0467 0.4660 -0.4781
H 0.7019 -2.5795 0.8643 0.2181
H 0.3619 -3.1929 -0.7324 0.2519
H 0.7841 0.4141 -2.0797 0.2113
H 0.3363 1.9607 -1.2242 0.2385
H 1.9944 1.6705 -1.4977 0.2426
H -0.9942 2.0802 1.2456 0.4132
H -2.6498 2.0285 1.6414 0.4241
H 2.1202 -0.6186 1.1060 0.4306
H 2.2881 -0.7407 -0.6439 0.3991
```

Calculated values
- E_tot: -12290.410 eV
- Net charge: +1
- Orbital gap (alpha / beta): 0.3175 / 0.3175 Eh
- ΔE to the lowest compared entry with this formula, charge and spin: 5.212 eV
- LUMO (alpha / beta): -5.0 / -5.0 eV
- Highest occupied orbital energy (alpha / beta): -13.6898 / -13.6899 eV

---

[2]
Density functional theory data (ωB97M-V/def2-TZVPD) for C22H25N5O7P2RuS as an isolated structure.

XYZ file:
```
63
Properties=species:S:1:pos:R:3:nbo_charge:R:1
Ru 0.1815 -0.7527 0.2321 1.0990
C -2.9249 -0.6981 -3.9995 -0.6263
C -1.9078 0.3787 -4.3695 -0.2149
N -0.5706 0.1065 -3.8597 -0.5916
C -0.3113 0.1818 -2.5328 0.3303
S 1.2228 -0.4582 -1.9889 -0.1822
N -1.1734 0.7724 -1.7566 -0.4423
N -0.8338 0.8544 -0.4667 -0.2276
C -1.7926 1.2858 0.3459 0.2739
C -3.1954 0.9184 -0.0129 -0.6865
C -1.4269 2.0978 1.4856 0.1270
C -2.3822 2.5958 2.3841 -0.2163
C -1.9832 3.4120 3.4195 -0.1750
C -0.6397 3.7243 3.5556 -0.2597
C 0.2446 3.1881 2.6258 0.0434
N -0.1198 2.4163 1.6211 -0.3924
H -3.8898 -0.4767 -4.4597 0.1978
H -3.0469 -0.7417 -2.9178 0.2355
H -2.5883 -1.6794 -4.3361 0.2181
H -2.2176 1.3391 -3.9584 0.2098
H -1.8252 0.4704 -5.4541 0.1858
H -0.0436 -0.6040 -4.3386 0.3999
H -3.1876 -0.1028 -0.3962 0.2741
H -3.5746 1.5664 -0.8084 0.2362
H -3.8560 0.9751 0.8496 0.2137
H -3.4249 2.3440 2.2473 0.2185
H -2.7095 3.8009 4.1217 0.2117
H -0.2876 4.3655 4.3520 0.2125
H 1.3093 3.3937 2.6973 0.1927
O -0.7735 -3.2705 -2.6300 -1.0272
P -1.4788 -3.2906 -1.1832 2.5715
O -2.7622 -3.9952 -1.2193 -1.1162
O -1.5074 -1.8576 -0.6432 -1.1215
O -0.4118 -4.1324 -0.2696 -1.1031
P 1.1175 -3.8293 0.0901 2.5614
O 1.7020 -3.5877 -1.4251 -1.0341
O 1.7973 -4.9781 0.6958 -1.1229
O 1.1651 -2.5076 0.8582 -1.1107
H 0.1959 -3.2090 -2.5279 0.5237
H 2.6668 -3.5854 -1.3634 0.5071
C 4.5416 -0.4174 3.1799 -0.2531
C 4.1024 0.2520 2.0465 -0.1948
C 2.7545 0.3068 1.7389 -0.2743
C 1.8062 -0.3134 2.5711 0.2591
C 2.2643 -0.9927 3.7134 -0.2618
C 3.6142 -1.0447 4.0033 -0.1908
N 0.4754 -0.2897 2.1958 -0.6362
C -0.5574 -0.3364 3.1064 0.2562
C -1.7781 -0.9432 2.7582 -0.2819
C -2.8600 -0.8990 3.6202 -0.1915
C -2.7673 -0.2475 4.8429 -0.2672
C -1.5643 0.3499 5.2013 -0.2081
C -0.4713 0.3031 4.3577 -0.2796
H 5.5992 -0.4651 3.4077 0.2018
H 4.8228 0.7323 1.3945 0.2042
H 2.3929 0.8357 0.8631 0.2300
H 1.5488 -1.5148 4.3337 0.2217
H 3.9554 -1.5985 4.8700 0.2035
H -1.8505 -1.4701 1.8114 0.2368
H -3.7850 -1.3874 3.3374 0.2115
H -3.6202 -0.2009 5.5086 0.2024
H -1.4834 0.8763 6.1460 0.2018
H 0.4523 0.7986 4.6258 0.2176
```

Calculated values
- E_tot: -77006.523 eV
- Net charge: -1
- Orbital gap (alpha / beta): 0.2159 / 0.2247 Eh
- Expectation value of S²: 1.166
- ΔE to the lowest compared entry with this formula, charge and spin: 1.857 eV
- Multiplicity: 2
- LUMO (alpha / beta): 1.2 / 1.5 eV
- Highest occupied orbital energy (alpha / beta): -4.6639 / -4.5909 eV

---

[3]
Density functional theory data (ωB97M-V/def2-TZVPD) for one molecule with the formula C2H5BO.

XYZ file:
```
9
Properties=species:S:1:pos:R:3:nbo_charge:R:1
B -0.3201 -0.6627 0.2746 -0.1561
C -1.3477 -0.0451 -0.5423 0.2848
C 0.9196 0.4587 0.0734 -0.6605
O -2.0419 0.5896 -1.2393 -0.4354
H -0.1124 -1.8909 -0.0692 0.0583
H -0.6611 -0.5206 1.5073 0.2034
H 1.2519 0.3501 -0.8974 0.2591
H 0.6635 1.4916 0.1156 0.2281
H 1.6481 0.2295 0.7773 0.2183
```

Calculated values
- E_tot: -4872.541 eV
- Net charge: 0
- Orbital gap (alpha / beta): 0.2282 / 0.2583 Eh
- Expectation value of S²: 2.007
- ΔE to the lowest compared entry with this formula, charge and spin: 2.286 eV
- Multiplicity: 3
- LUMO (alpha / beta): 0.6 / -4.7 eV
- Highest occupied orbital energy (alpha / beta): -5.5879 / -11.7019 eV

---

[4]
Density functional theory data (ωB97M-V/def2-TZVPD) for C5H19BaN2O as an isolated structure.

XYZ file:
```
28
Properties=species:S:1:pos:R:3:lowdin_charge:R:1
C 0.6140 0.6188 -2.3517 -0.5107
Ba -0.3863 -1.0975 -0.5710 1.3898
N -1.5031 -0.0265 1.8670 -0.0912
N -1.3209 1.7106 -0.5067 -0.0850
H -0.6942 0.5204 2.1665 0.0077
H -1.2256 -2.8262 0.7778 -0.3098
H 1.0317 -0.2908 -2.8346 -0.1182
H 1.4303 1.1856 -1.8702 -0.0900
H 0.1200 1.2324 -3.1188 -0.1114
H -0.6315 2.1934 0.0738 0.0273
H -2.2346 2.1019 -0.2875 0.0099
H -1.0956 1.9786 -1.4647 -0.0157
H -2.3273 0.5712 1.9227 0.0078
H -1.6101 -0.7783 2.5482 0.0005
C 1.9312 -1.0447 3.3581 -0.0751
C 2.0127 -1.9053 2.0931 -0.7988
C 3.4788 -2.0431 1.6828 -0.0788
C 1.4409 -3.3031 2.3793 -0.0965
O 1.3012 -1.2849 1.0563 -0.6463
H 2.4833 -1.4978 4.1928 0.0690
H 0.8888 -0.9096 3.6704 0.0618
H 2.3436 -0.0470 3.1628 0.0717
H 4.0716 -2.5425 2.4614 0.0675
H 3.5646 -2.6258 0.7583 0.0732
H 3.9164 -1.0574 1.4846 0.0720
H 0.3924 -3.2347 2.6920 0.0367
H 1.4750 -3.9175 1.4698 0.0676
H 2.0098 -3.8147 3.1677 0.0648
```

Calculated values
- E_tot: -11213.409 eV
- Net charge: -1
- Orbital gap: 0.1677 Eh
- ΔE to the lowest compared entry with this formula, charge and spin: 0.000 eV
- LUMO: 2.5 eV
- Highest occupied orbital energy: -2.0921 eV

---

[5]
Density functional theory data (ωB97M-V/def2-TZVPD) for one molecule with the formula C3H5O2P.

XYZ file:
```
11
Properties=species:S:1:pos:R:3:nbo_charge:R:1
O 1.9015 -1.0831 0.8546 -0.5252
C 0.8336 -0.9617 0.2800 0.3288
P 0.3229 -2.0141 -1.1603 0.2097
C -0.1686 0.1466 0.7518 -0.0684
C 0.5211 1.3698 1.2493 -0.0897
O -0.1459 0.4807 2.0995 -0.4583
H 1.6270 -2.2272 -1.4940 -0.0005
H 0.1714 -2.9802 -0.1939 0.0116
H -1.0451 0.2869 0.2545 0.1908
H 1.5993 1.2648 1.3952 0.2103
H 0.0137 2.4369 1.1391 0.1907
```

Calculated values
- E_tot: -16572.837 eV
- Net charge: 0
- Orbital gap: 0.3641 Eh
- ΔE to the lowest compared entry with this formula, charge and spin: 2.938 eV
- LUMO: 0.4 eV
- SMILES string: O=C(P)[C@@H]1CO1
- Highest occupied orbital energy: -9.4824 eV

---

[6]
Density functional theory data (ωB97M-V/def2-TZVPD) for one molecule with the formula C2H2ClFO2.

XYZ file:
```
8
Properties=species:S:1:pos:R:3:nbo_charge:R:1
O 0.7971 -1.4330 -0.7757 -0.4772
C 0.8496 -0.4622 -0.0896 0.4662
Cl 2.3250 0.1905 0.5287 0.0133
C -0.3796 0.3082 0.3322 0.3771
O -1.5347 -0.2517 0.0553 -0.6247
F -0.2296 1.6588 -0.6099 -0.4652
H -0.3513 0.7853 1.3106 0.2038
H -1.4765 -0.7959 -0.7516 0.5067
```

Calculated values
- E_tot: -21440.647 eV
- Net charge: 0
- Orbital gap: 0.4188 Eh
- ΔE to the lowest compared entry with this formula, charge and spin: 0.710 eV
- LUMO: -0.4 eV
- SMILES string: O=C(Cl)[C@H](O)F
- Highest occupied orbital energy: -11.7583 eV

---

[7]
Density functional theory data (ωB97M-V/def2-TZVPD) for one molecule with the formula C3H8N2O2.

XYZ file:
```
15
Properties=species:S:1:pos:R:3:nbo_charge:R:1
C -0.0042 -0.5237 2.1481 -0.6242
C 1.2061 -0.2115 1.1962 -0.3055
N 1.5803 -0.9004 0.0915 -0.3206
N 0.4107 -0.5197 -1.1294 0.5254
O 0.4615 -1.1066 -2.1620 -0.2921
O -0.3967 0.5199 -0.8446 -0.3150
C -1.1988 0.9010 -2.0229 -0.2774
H 0.0578 -0.1067 3.1157 0.2102
H -0.7918 -0.0410 1.5942 0.1977
H -0.0885 -1.5805 2.0659 0.2094
H 2.0049 -0.3365 1.8123 0.2311
H 1.1379 0.8391 1.0516 0.1593
H -1.7439 1.7268 -1.8007 0.2031
H -2.0472 0.2061 -2.3357 0.2038
H -0.5880 1.1338 -2.7801 0.1948
```

Calculated values
- E_tot: -10308.340 eV
- Net charge: 0
- Orbital gap (alpha / beta): 0.2949 / 0.2945 Eh
- ΔE to the lowest compared entry with this formula, charge and spin: 8.612 eV
- LUMO (alpha / beta): -0.1 / -0.1 eV
- SMILES string: CC/N=[N+](/[O-])OC
- Highest occupied orbital energy (alpha / beta): -8.0813 / -8.0759 eV